{
  "formula": "C21H18N4OS",
  "method": "ωB97M-V/def2-TZVPD",
  "symbols": ["C", "C", "C", "C", "C", "C", "C", "C", "H", "H", "H", "H", "H", "H", "C", "H", "H", "S", "C", "N", "N", "C", "N", "C", "C", "C", "C", "C", "O", "H", "H", "H", "H", "H", "C", "N", "C", "C", "C", "C", "H", "H", "H", "H", "H"],
  "coordinates": [[-0.522, -3.348, -0.090], [0.070, -2.664, 0.892], [1.343, -1.965, 0.820], [1.749, -1.203, 1.919], [2.896, -0.435, 1.867], [3.662, -0.409, 0.715], [3.276, -1.164, -0.381], [2.131, -1.935, -0.332], [1.841, -2.502, -1.202], [3.868, -1.145, -1.284], [4.554, 0.199, 0.668], [3.189, 0.151, 2.726], [1.150, -1.210, 2.818], [-0.467, -2.535, 1.826], [-1.938, -3.780, -0.028], [-2.238, -4.135, 0.957], [-2.187, -4.513, -0.791], [-3.049, -2.299, -0.322], [-1.866, -1.263, -1.082], [-1.308, -1.452, -2.248], [-0.324, -0.567, -2.371], [-0.279, 0.167, -1.279], [-1.258, -0.237, -0.418], [-1.661, 0.326, 0.849], [-2.712, 1.368, 0.640], [-4.040, 1.254, 0.348], [-4.525, 2.576, 0.207], [-3.455, 3.389, 0.418], [-2.353, 2.668, 0.677], [-3.353, 4.456, 0.415], [-5.528, 2.873, -0.019], [-4.595, 0.343, 0.249], [-0.778, 0.777, 1.306], [-2.064, -0.488, 1.459], [0.753, 1.151, -1.019], [0.817, 1.696, 0.194], [1.793, 2.547, 0.447], [2.756, 2.906, -0.481], [2.690, 2.338, -1.746], [1.675, 1.445, -2.026], [1.572, 0.964, -2.984], [3.422, 2.590, -2.500], [3.534, 3.607, -0.223], [1.796, 2.958, 1.448], [-0.033, -3.500, -1.040]],
  "lowdin_charge": [-0.177, -0.073, -0.226, -0.046, -0.093, -0.096, -0.081, -0.035, 0.109, 0.108, 0.103, 0.104, 0.111, 0.119, -0.399, 0.072, 0.071, 0.943, -0.664, 0.040, 0.085, -0.241, 0.023, -0.078, -0.252, -0.021, -0.058, -0.119, 0.051, 0.119, 0.100, 0.096, 0.114, 0.110, -0.205, 0.124, -0.138, -0.063, -0.060, -0.008, 0.110, 0.108, 0.101, 0.112, 0.103],
  "smiles": "C(=C\\c1ccccc1)/CSc1nnc(-c2ccccn2)n1Cc1ccco1",
  "relative_energy_ev": 2.461,
  "lumo_energy_ev": 0.4,
  "gap_ev": 8.82
}

{
  "formula": "C21H18O13",
  "method": "ωB97M-V/def2-TZVPD",
  "symbols": ["C", "C", "C", "O", "C", "C", "C", "O", "O", "O", "H", "H", "H", "H", "C", "C", "C", "O", "C", "C", "C", "O", "O", "O", "H", "H", "H", "H", "C", "C", "C", "O", "C", "C", "C", "O", "O", "O", "H", "H", "H", "H", "C", "C", "O", "C", "H", "H", "H", "H", "H", "H"],
  "coordinates": [[3.298, -0.863, -3.761], [2.251, -0.811, -4.981], [2.638, -1.029, -6.379], [1.714, -0.945, -7.229], [4.025, -1.261, -6.614], [5.090, -1.200, -5.473], [4.704, -0.958, -4.117], [5.501, -0.875, -3.201], [6.348, -1.578, -5.777], [0.958, -0.523, -4.727], [3.015, -0.498, -2.716], [4.194, -1.670, -7.629], [6.504, -1.522, -6.837], [0.503, -0.147, -5.555], [3.906, -0.444, 5.420], [3.173, 0.333, 4.253], [2.057, -0.249, 3.468], [1.465, 0.390, 2.626], [1.880, -1.751, 3.756], [2.639, -2.559, 4.806], [3.633, -1.826, 5.592], [4.250, -2.386, 6.591], [2.654, -3.934, 4.779], [3.469, 1.564, 3.827], [4.714, 0.107, 5.992], [0.865, -2.242, 3.293], [2.216, -4.083, 3.927], [2.655, 1.845, 3.346], [-7.044, 2.238, 2.640], [-7.131, 2.940, 1.296], [-6.117, 2.910, 0.285], [-6.308, 3.424, -0.780], [-4.836, 2.188, 0.640], [-4.748, 1.492, 1.973], [-5.840, 1.539, 2.974], [-5.760, 0.991, 4.119], [-3.715, 0.697, 2.386], [-8.309, 3.655, 0.847], [-7.774, 2.262, 3.543], [-4.079, 1.979, -0.059], [-3.215, 0.743, 1.584], [-8.360, 3.788, -0.099], [-0.368, -1.073, 0.119], [-1.342, -0.040, -0.475], [-2.416, 0.227, -0.011], [-0.942, 0.643, -1.854], [0.657, -0.813, -0.499], [-0.593, -2.086, -0.092], [-0.207, -1.083, 1.080], [-1.457, 1.518, -1.941], [-0.746, 0.042, -2.722], [0.311, 0.911, -1.626]],
  "lowdin_charge": [0.112, -0.133, -0.399, 0.062, 0.083, -0.141, -0.440, 0.121, 0.070, 0.047, 0.126, 0.120, 0.213, 0.163, 0.096, -0.145, -0.366, 0.096, 0.089, -0.159, -0.360, 0.049, 0.095, 0.096, 0.138, 0.152, 0.114, 0.125, 0.096, -0.087, -0.408, 0.117, 0.119, -0.146, -0.357, 0.074, 0.098, 0.035, 0.155, 0.067, 0.036, 0.088, 0.011, -0.402, 0.058, 0.010, 0.130, 0.073, -0.017, 0.025, 0.045, 0.153],
  "smiles": "O=C1C=C(O)C(=O)C=C1O.O=C1C=C(O)C(=O)C=C1O.O=C1C=C(O)C(=O)C=C1O.CC(C)=O",
  "relative_energy_ev": 1.243,
  "lumo_energy_ev": -2.6,
  "gap_ev": 6.29
}

{
  "formula": "C21H19AlN2O10S",
  "method": "ωB97M-V/def2-TZVPD",
  "symbols": ["Al", "C", "C", "N", "C", "C", "N", "C", "O", "O", "C", "O", "O", "H", "H", "H", "H", "H", "O", "C", "C", "O", "O", "C", "C", "C", "C", "C", "C", "C", "C", "C", "C", "C", "C", "H", "H", "H", "H", "H", "H", "H", "H", "H", "H", "H", "C", "S", "O", "O", "O", "H", "H", "H"],
  "coordinates": [[-1.485, 1.226, 1.197], [1.905, 2.012, 2.756], [1.167, 0.722, 2.862], [-0.046, 0.486, 2.395], [-0.324, -0.842, 2.620], [0.723, -1.426, 3.246], [1.644, -0.420, 3.396], [0.988, -2.784, 3.768], [0.050, -3.687, 3.556], [2.007, -3.003, 4.374], [-1.618, -1.328, 2.072], [-1.968, -2.492, 2.167], [-2.286, -0.370, 1.486], [2.409, 2.069, 1.787], [2.651, 2.116, 3.543], [1.198, 2.837, 2.813], [2.541, -0.563, 3.835], [-0.735, -3.305, 3.081], [0.776, -0.708, -0.103], [0.674, -0.085, -1.393], [0.400, 1.413, -1.098], [0.937, 2.315, -1.686], [-0.477, 1.574, -0.141], [-0.568, -0.579, -2.152], [-0.877, -0.018, -3.391], [-2.008, -0.424, -4.083], [-2.846, -1.399, -3.545], [-2.547, -1.954, -2.312], [-1.411, -1.542, -1.616], [1.979, -0.324, -2.142], [2.082, -1.337, -3.090], [3.305, -1.631, -3.684], [4.438, -0.910, -3.337], [4.346, 0.098, -2.385], [3.128, 0.386, -1.792], [1.002, -1.635, -0.251], [-0.227, 0.746, -3.808], [-2.240, 0.024, -5.042], [-3.733, -1.713, -4.084], [-3.201, -2.701, -1.875], [-1.207, -1.968, -0.641], [1.203, -1.903, -3.375], [3.369, -2.421, -4.422], [5.388, -1.130, -3.809], [5.225, 0.668, -2.109], [3.065, 1.179, -1.056], [-4.331, 3.075, 2.758], [-2.967, 3.198, 1.643], [-2.874, 4.527, 1.144], [-1.744, 2.684, 2.379], [-3.111, 2.098, 0.637], [-5.088, 2.445, 2.292], [-4.708, 4.081, 2.930], [-3.973, 2.625, 3.685]],
  "lowdin_charge": [-0.037, 0.045, -0.265, 0.168, -0.089, -0.063, 0.211, -0.477, 0.153, 0.121, -0.466, 0.106, 0.081, 0.097, 0.090, 0.093, 0.181, 0.082, 0.016, -0.305, -0.467, 0.137, 0.089, -0.158, -0.022, -0.066, -0.084, -0.062, -0.016, -0.135, -0.020, -0.075, -0.089, -0.072, -0.020, 0.124, 0.132, 0.105, 0.102, 0.109, 0.104, 0.117, 0.103, 0.101, 0.104, 0.112, -0.094, 0.610, -0.232, -0.220, -0.196, 0.082, 0.075, 0.079],
  "relative_energy_ev": 0.000,
  "lumo_energy_ev": -0.2,
  "gap_ev": 9.00
}

{
  "formula": "C21H19AsBr2F6N2NiO5S2Se2Te2",
  "method": "ωB97M-V/def2-TZVPD",
  "symbols": ["Ni", "C", "C", "C", "C", "C", "C", "Br", "C", "C", "Br", "C", "O", "C", "N", "H", "H", "H", "H", "H", "H", "Se", "Te", "Te", "Se", "C", "As", "C", "C", "C", "C", "C", "C", "C", "C", "H", "H", "H", "H", "H", "H", "H", "H", "H", "H", "H", "H", "H", "F", "C", "F", "F", "S", "O", "O", "N", "S", "O", "O", "C", "F", "F", "F"],
  "coordinates": [[0.010, 0.174, -0.228], [2.924, 0.224, -2.176], [3.211, 0.136, -0.718], [4.542, 0.071, -0.274], [4.822, 0.063, 1.062], [3.764, 0.153, 1.986], [3.927, 0.251, 3.373], [5.685, 0.214, 4.128], [2.861, 0.423, 4.220], [1.574, 0.475, 3.714], [0.150, 0.812, 4.932], [1.287, 0.319, 2.343], [0.118, 0.354, 1.864], [2.440, 0.175, 1.466], [2.198, 0.148, 0.134], [3.840, 0.354, -2.745], [2.252, 1.063, -2.366], [2.408, -0.672, -2.524], [5.338, 0.028, -1.003], [5.842, 0.020, 1.423], [3.017, 0.535, 5.284], [-0.354, -0.328, -2.566], [-1.760, 1.638, -3.154], [0.091, 3.503, -2.339], [0.102, 2.509, -0.014], [-0.519, -3.918, 1.705], [-0.433, -2.435, 0.434], [-1.789, -3.166, -0.795], [1.283, -3.148, -0.556], [1.399, -4.603, -0.692], [0.898, -5.266, -1.812], [0.978, -6.643, -1.916], [1.537, -7.392, -0.891], [2.022, -6.750, 0.237], [1.961, -5.374, 0.330], [-0.246, -4.860, 1.226], [-1.534, -3.993, 2.082], [0.138, -3.743, 2.556], [-1.765, -4.258, -0.796], [-1.665, -2.798, -1.816], [-2.757, -2.826, -0.420], [2.106, -2.744, 0.049], [1.278, -2.656, -1.537], [0.455, -4.684, -2.607], [0.600, -7.136, -2.802], [1.595, -8.468, -0.976], [2.444, -7.331, 1.048], [2.349, -4.872, 1.207], [-4.947, -0.514, -0.064], [-4.436, 0.578, 0.530], [-4.489, 1.566, -0.378], [-5.286, 0.926, 1.511], [-2.632, 0.282, 1.080], [-2.055, 0.429, -0.225], [-2.448, 1.247, 2.099], [-2.728, -1.201, 1.548], [-2.362, -1.660, 3.001], [-2.997, -2.915, 3.265], [-0.994, -1.546, 3.377], [-3.392, -0.579, 4.166], [-3.451, -1.245, 5.336], [-3.101, 0.673, 4.483], [-4.640, -0.584, 3.663]],
  "lowdin_spin": [1.597, 0.000, 0.002, 0.002, -0.001, 0.001, -0.001, 0.000, 0.001, 0.001, 0.000, 0.004, 0.047, 0.002, 0.039, 0.000, 0.000, 0.000, 0.000, 0.000, 0.000, 0.057, 0.011, 0.015, 0.121, 0.020, 0.033, 0.001, -0.002, 0.000, 0.000, 0.000, 0.000, 0.000, 0.000, 0.002, 0.000, 0.000, 0.000, 0.000, 0.000, 0.000, 0.000, 0.000, 0.000, 0.000, 0.000, 0.000, 0.000, 0.005, 0.000, 0.001, 0.005, 0.031, 0.000, 0.002, 0.000, 0.000, 0.001, 0.000, 0.000, 0.000, 0.000],
  "s_squared": 2.01,
  "total_charge": -2,
  "lumo_energy_ev": [3.8, 3.8],
  "spin_multiplicity": 3,
  "gap_ev": [5.39, 5.39]
}

{
  "formula": "C21H19ClN2O2S",
  "method": "ωB97M-V/def2-TZVPD",
  "symbols": ["C", "H", "O", "C", "C", "C", "C", "C", "C", "C", "N", "O", "C", "C", "C", "N", "C", "C", "C", "C", "C", "C", "C", "H", "H", "Cl", "H", "H", "S", "C", "H", "H", "H", "C", "H", "H", "H", "C", "H", "H", "H", "H", "H", "H", "H", "H"],
  "coordinates": [[-2.864, -2.963, 1.478], [-1.863, -3.202, 1.836], [-2.774, -1.664, 0.944], [-3.882, -1.103, 0.380], [-5.121, -1.731, 0.328], [-6.197, -1.121, -0.295], [-6.051, 0.121, -0.887], [-4.826, 0.756, -0.838], [-3.732, 0.170, -0.203], [-2.474, 0.897, -0.182], [-2.194, 1.755, -1.083], [-0.987, 2.335, -0.873], [-0.369, 1.813, 0.340], [0.918, 1.150, -0.042], [1.122, 0.168, -0.983], [2.401, -0.249, -1.092], [3.212, 0.357, -0.291], [4.629, 0.097, -0.206], [5.454, 0.817, 0.658], [6.807, 0.552, 0.721], [7.345, -0.441, -0.083], [6.541, -1.169, -0.950], [5.190, -0.899, -1.009], [4.545, -1.450, -1.675], [6.976, -1.938, -1.569], [9.037, -0.775, -0.006], [7.444, 1.111, 1.388], [5.028, 1.590, 1.282], [2.418, 1.556, 0.719], [0.097, -0.454, -1.869], [0.600, -1.119, -2.565], [-0.444, 0.309, -2.426], [-0.627, -1.028, -1.291], [-0.156, 2.984, 1.293], [-1.111, 3.462, 1.502], [0.504, 3.717, 0.835], [0.286, 2.637, 2.224], [-1.398, 0.794, 0.873], [-1.790, 1.080, 1.851], [-0.989, -0.211, 0.948], [-4.684, 1.725, -1.289], [-6.888, 0.593, -1.379], [-7.150, -1.628, -0.318], [-5.259, -2.704, 0.771], [-3.157, -3.692, 0.715], [-3.566, -3.008, 2.316]],
  "lowdin_charge": [-0.074, 0.096, -0.104, -0.211, -0.023, -0.080, -0.085, -0.020, -0.091, -0.223, 0.124, -0.063, -0.477, -0.387, -0.343, 0.099, -0.510, -0.226, -0.048, -0.100, -0.676, -0.097, -0.014, 0.113, 0.105, 0.673, 0.106, 0.089, 1.137, -0.004, 0.082, 0.082, 0.078, -0.042, 0.096, 0.083, 0.080, -0.017, 0.135, 0.116, 0.113, 0.102, 0.105, 0.101, 0.099, 0.098],
  "smiles": "COc1ccccc1C1=NO[C@](C)(c2sc(-c3ccc(Cl)cc3)nc2C)C1",
  "relative_energy_ev": 1.313,
  "lumo_energy_ev": 0.1,
  "gap_ev": 8.19
}